A | ORCA calculation (the ωB97M-V functional and the def2-TZVPD basis) on an isolated molecule of C2H6N2S.

The geometry in XYZ format:
```
11
Properties=species:S:1:pos:R:3
N 1.8580 -0.6500 -0.0290
C 0.9521 0.4584 0.1958
C -0.4313 -0.0600 0.2715
N -1.4979 0.5094 -0.1407
S -2.9693 -0.3196 0.1033
H 1.4613 -1.2163 -0.7165
H 2.7124 -0.2875 -0.2615
H 1.0755 1.1539 -0.6317
H 1.2205 0.9941 1.0903
H -0.5531 -0.9982 0.7862
H -3.8282 0.4159 -0.6677
```

Lowest unoccupied orbital energy in eV: 0.934
Orbital gap in Eh: 0.363
HOMO in eV: -8.95
SMILES: NC/C=N/S



B | ORCA calculation (the ωB97M-V functional and the def2-TZVPD basis) on an isolated molecule of C2H6N2S.

The geometry in XYZ format:
```
11
Properties=species:S:1:pos:R:3
H 1.9517 -1.0846 0.1206
N 2.0082 0.0001 0.0296
C 1.0582 0.7602 -0.0526
N -0.2401 0.3651 -0.1644
C -1.2051 1.4245 0.0733
S -0.6189 -1.2359 -0.0629
H 1.1212 1.7714 0.0268
H -1.1465 1.7941 1.1925
H -2.3386 0.7409 -0.0728
H -1.0374 2.3540 -0.6264
H -0.1430 -1.4662 1.1860
```

Lowest unoccupied orbital energy in eV: 0.736
Orbital gap in Eh: 0.356
HOMO in eV: -8.96
SMILES: [H]/N=C\N(C)S



Result of the stability comparison: A is the most stable of them.



A | ORCA calculation (the ωB97M-V functional and the def2-TZVPD basis) on a cluster of 4 separate species, C8H24O4 in total.

The geometry in XYZ format:
```
36
Properties=species:S:1:pos:R:3
C -1.2182 -2.5195 -4.5788
C -1.2349 -1.2351 -3.7170
O -0.6082 -1.4746 -2.4825
H -1.8447 -2.4669 -5.4693
H -1.5824 -3.3617 -3.9904
H -0.1515 -2.6875 -4.7268
H -2.2595 -0.8963 -3.5638
H -0.7914 -0.4214 -4.2908
H 0.2803 -1.5763 -2.8314
C -3.4617 3.4005 2.2212
C -2.1567 3.6325 3.0345
O -1.7045 4.8913 2.6898
H -3.9078 2.4141 2.0942
H -3.1938 3.4550 1.1660
H -4.2878 3.9950 2.6113
H -1.3692 2.8789 3.0450
H -2.4829 3.7660 4.0660
H -2.0717 5.1002 1.8277
C 3.9993 -0.5697 1.0187
C 4.1016 -2.1240 0.8640
O 4.8328 -2.6206 -0.2189
H 3.6883 -0.0938 0.0886
H 4.9792 -0.1418 1.2305
H 3.3717 -0.2412 1.8471
H 3.1304 -2.5605 0.6308
H 4.4943 -2.5967 1.7643
H 5.7315 -2.6060 0.1183
C 0.4053 -0.3379 0.9226
C -1.1362 -0.3048 0.8092
O -1.5431 0.1311 -0.4955
H 0.6863 -0.4245 1.9722
H 0.8481 0.5137 0.4061
H 0.6161 -1.2778 0.4126
H -1.4688 0.2752 1.6700
H -1.4459 -1.3428 0.9309
H -1.2443 -0.5725 -1.0763
```

Charge: +1
Lowest unoccupied orbital energy (alpha / beta) in eV: -2.962 / -9.644
Multiplicity: 2
Orbital gap (alpha / beta) in Eh: 0.356 / 0.111
HOMO (alpha / beta) in eV: -12.66 / -12.66



B | ORCA calculation (the ωB97M-V functional and the def2-TZVPD basis) on a cluster of 4 separate species, C8H24O4 in total.

The geometry in XYZ format:
```
36
Properties=species:S:1:pos:R:3
C 0.7329 0.5574 -3.3771
C 1.2853 0.9221 -1.9457
O 1.8229 2.2551 -1.9655
H -0.0660 1.2210 -3.7079
H 0.2674 -0.4277 -3.4062
H 1.4772 0.5963 -4.1724
H 2.1964 0.4058 -1.6433
H 0.6063 0.8760 -1.0943
H 1.0571 2.8339 -1.9762
C -1.2799 -2.4389 -1.2770
C -1.6937 -3.9264 -1.4720
O -2.3636 -4.2186 -2.6697
H -0.5108 -2.2037 -2.0128
H -0.9174 -2.3484 -0.2531
H -2.1348 -1.7646 -1.3261
H -2.4329 -4.0360 -0.6785
H -0.8203 -4.5780 -1.4983
H -3.0629 -4.8217 -2.4073
C 2.8114 2.7218 1.6104
C 1.5463 3.5006 2.0584
O 0.3809 2.8518 1.7990
H 2.6398 1.6589 1.7802
H 3.6974 3.0917 2.1266
H 2.9807 2.9997 0.5701
H 1.4049 4.4684 1.5773
H 1.6604 3.8674 3.0784
H -0.3965 3.3737 2.0106
C -1.5030 -1.6794 2.6971
C -1.3323 -0.3274 1.9832
O -0.0454 -0.2318 1.3601
H -2.5389 -1.7205 3.0336
H -0.9818 -1.7332 3.6529
H -1.2955 -2.5611 2.0908
H -1.4604 0.5020 2.6786
H -2.1029 -0.2952 1.2129
H 0.3714 0.6089 1.5630
```

Charge: +1
Lowest unoccupied orbital energy (alpha / beta) in eV: -2.657 / -9.802
Multiplicity: 2
Orbital gap (alpha / beta) in Eh: 0.366 / 0.104
HOMO (alpha / beta) in eV: -12.62 / -12.62



C | ORCA calculation (the ωB97M-V functional and the def2-TZVPD basis) on a cluster of 5 separate species, C8H24O4 in total.

The geometry in XYZ format:
```
36
Properties=species:S:1:pos:R:3
C -1.2792 2.5634 2.0568
C -0.7917 2.7297 0.6189
C -1.4048 1.7960 -0.4328
C -1.5713 0.3463 0.0293
C -0.1163 -0.3231 0.1830
C 0.3466 -0.6079 -1.1637
C 0.5314 -1.9163 -1.5966
C 1.1190 -2.2634 -2.9077
H -1.1162 1.5686 2.4683
H -2.2957 2.9339 2.1649
H -0.6662 3.2348 2.6579
H -1.0877 3.7179 0.2493
H 0.2971 2.8016 0.5506
H -2.3804 2.1047 -0.7944
H -0.7263 1.7685 -1.2867
H -1.9905 0.1201 1.0133
H -2.2057 -0.2539 -0.6450
H 0.4877 0.3757 0.7600
H -0.0956 -1.1975 0.8188
H 0.5276 0.2300 -1.8277
H 0.2096 -2.7517 -0.9832
H 0.3812 -2.7534 -3.5513
H 2.0256 -2.8632 -2.8259
H 1.3529 -1.3350 -3.4342
H 2.8297 1.6044 1.2307
H 2.2544 0.4130 0.6937
O 3.0131 0.9852 0.5146
H 0.9437 0.4134 3.0384
H 1.4447 -0.7737 2.3155
O 1.6700 -0.2259 3.0843
H -3.0009 -1.3051 -2.3105
H -2.0733 -2.1113 -1.4452
O -3.0035 -1.8842 -1.5346
H 2.1610 -2.7478 1.4591
H 2.4345 -2.1970 0.0647
O 1.7755 -2.1968 0.7674
```

Charge: +1
Lowest unoccupied orbital energy (alpha / beta) in eV: -4.337 / -8.211
Multiplicity: 2
Orbital gap (alpha / beta) in Eh: 0.371 / 0.229
HOMO (alpha / beta) in eV: -14.44 / -14.44



Result of the stability comparison: C is the most stable of them.



A | ORCA calculation (the ωB97M-V functional and the def2-TZVPD basis) on a structure of composition C3H3OP.

The geometry in XYZ format:
```
8
Properties=species:S:1:pos:R:3
C -0.1596 0.8941 -0.7780
C -1.2152 0.1764 -0.3068
C 0.7259 0.0369 0.0078
O -0.9391 -0.4644 2.0374
P -0.8916 -1.2697 0.9144
H 0.2332 0.9475 -1.8360
H 1.0342 -0.5430 -0.9429
H 1.2121 0.2222 0.9041
```

Lowest unoccupied orbital energy (alpha / beta) in eV: -0.251 / -0.251
Orbital gap (alpha / beta) in Eh: 0.310 / 0.310
HOMO (alpha / beta) in eV: -8.68 / -8.68



B | ORCA calculation (the ωB97M-V functional and the def2-TZVPD basis) on a structure of composition C3H3OP.

The geometry in XYZ format:
```
8
Properties=species:S:1:pos:R:3
C -1.3508 -0.4688 0.7198
C -0.5786 -0.5290 -1.0178
C -0.4120 0.1812 1.3259
O 0.4896 0.7612 1.8745
P 1.0737 -0.1191 -1.0993
H -2.0969 -1.0851 0.6343
H 1.3083 0.4955 -2.2783
H 1.5667 0.7641 -0.1592
```

Lowest unoccupied orbital energy in eV: -0.818
Orbital gap in Eh: 0.316
HOMO in eV: -9.41



C | ORCA calculation (the ωB97M-V functional and the def2-TZVPD basis) on an isolated molecule of C3H3OP.

The geometry in XYZ format:
```
8
Properties=species:S:1:pos:R:3
O 2.7453 -0.8175 -0.1534
P 2.1892 0.5228 0.0331
C 0.3778 0.2770 0.1022
C -0.4681 -0.7328 0.1393
C -1.0903 0.6004 -0.0662
H -0.6495 -1.7730 0.2570
H -1.4568 0.8611 -1.0525
H -1.6476 1.0619 0.7404
```

Lowest unoccupied orbital energy in eV: -1.073
Orbital gap in Eh: 0.313
HOMO in eV: -9.60
SMILES: O=PC1=CC1



Result of the stability comparison: C is the most stable of them.



A | ORCA calculation (the ωB97M-V functional and the def2-TZVPD basis) on an isolated molecule of C4H8O3S.

The geometry in XYZ format:
```
16
Properties=species:S:1:pos:R:3
C 1.2439 -0.9836 -0.3036
O 0.4881 -0.8719 -1.6216
C -0.8433 -0.6108 -1.3067
O -1.0775 0.8541 -1.3194
C -1.2529 1.3362 -0.0606
S 0.2084 2.0641 0.9070
C 1.0555 0.5820 1.4339
O 1.7332 0.0712 0.4483
H 0.6614 -1.7098 0.5505
H 2.0463 -1.7039 -0.5202
H -1.3265 -0.9394 -2.1323
H -1.4600 -1.0992 -0.4075
H -2.0118 2.1720 0.0993
H -1.6063 0.4401 0.2821
H 1.7000 0.6532 2.2207
H 0.4415 -0.2543 1.7302
```

Lowest unoccupied orbital energy in eV: 0.897
Orbital gap in Eh: 0.368
HOMO in eV: -9.13
SMILES: C1OCOCSCO1



B | ORCA calculation (the ωB97M-V functional and the def2-TZVPD basis) on a structure of composition C4H8O3S.

The geometry in XYZ format:
```
16
Properties=species:S:1:pos:R:3
C -1.2518 0.7492 0.8292
C -0.9161 -0.3224 -0.2023
C 0.5206 -0.3127 -0.7883
C -0.0792 -1.5014 0.0544
H -1.4227 2.5013 -0.2294
H -2.4738 0.5680 0.9181
H -0.6837 0.4182 1.8204
H -2.6610 -1.3447 -1.2397
H 0.5699 -0.7339 -1.8652
H 1.2672 1.4790 0.1344
H -0.2763 -2.6356 -0.0718
H 1.3160 -1.2494 1.2875
O -0.8107 2.0589 0.5380
O -1.8822 -0.3659 -1.2145
O 0.3408 -1.5629 1.3694
S 2.0963 0.5174 -0.3535
```

Lowest unoccupied orbital energy in eV: 0.236
Orbital gap in Eh: 0.344
HOMO in eV: -9.12



C | ORCA calculation (the ωB97M-V functional and the def2-TZVPD basis) on an isolated molecule of C4H8O3S.

The geometry in XYZ format:
```
16
Properties=species:S:1:pos:R:3
C -1.3619 -1.1356 0.3313
C -0.7138 0.1931 0.3694
C -1.1264 1.1578 -0.6537
S 1.1062 -0.6568 -0.1412
O 1.4919 -1.7516 0.7814
O 1.1573 -0.9831 -1.5541
C 2.5221 0.5250 0.4002
O 2.4661 1.3587 1.2523
H -2.4199 -0.9024 0.7324
H -1.3354 -1.3498 -0.7792
H -0.8338 -1.8027 0.8819
H -0.3731 0.6270 1.2432
H -1.8057 1.8421 -0.1773
H -1.7493 0.7674 -1.5008
H -0.3585 1.8470 -0.9722
H 3.3343 0.2640 -0.2137
```

Lowest unoccupied orbital energy in eV: 0.118
Orbital gap in Eh: 0.351
HOMO in eV: -9.43
SMILES: CC(C)S(=O)(=O)C=O



Result of the stability comparison: C is the most stable of them.